(1)
C17H10AuClIN5O5S2 as an isolated structure in a non-equilibrium geometry. Source: the Open Molecules 2025 dataset; level of theory: ωB97M-V/def2-TZVPD.

```
42
Properties=species:S:1:pos:R:3:nbo_charge:R:1
Au -0.79920 -0.94468 0.87129 1.088
S -0.75663 1.06306 2.33360 0.173
C -2.45963 0.88197 2.40086 -0.285
S -3.06133 -0.51939 1.61520 0.093
C -3.28144 1.82121 3.00576 -0.401
C -4.68049 1.72130 2.97693 0.268
N -5.82732 1.68767 2.94555 -0.278
C -2.74710 2.97893 3.59659 0.269
N -2.32186 3.93666 4.06351 -0.281
O 4.79023 -2.91198 0.73265 -0.671
C 4.75387 -1.65054 0.39020 0.781
O 5.74333 -0.96916 0.27366 -0.582
C 3.40844 -1.04120 0.15858 -0.255
C 3.21201 0.28496 -0.24127 0.173
Cl 4.35965 1.42102 -0.72575 0.140
N 1.88213 0.52784 -0.25416 -0.192
N 1.23120 -0.57555 0.11196 -0.332
C 2.10523 -1.53223 0.37185 0.087
C 1.55750 -2.89003 0.75951 0.766
O 2.34613 -3.82637 0.85049 -0.655
O 0.30961 -2.94577 0.92502 -0.794
C 1.14785 1.71109 -0.50198 0.178
C 1.57435 2.92592 0.01906 -0.229
C 0.78611 4.04950 -0.15365 -0.192
C -0.41215 3.96961 -0.84428 -0.193
C -0.82093 2.75815 -1.37793 -0.185
C -0.05050 1.62125 -1.20446 -0.251
H 3.89257 -3.37252 0.78561 0.517
H 2.49881 2.98870 0.56926 0.234
H 1.11340 4.98616 0.26802 0.227
H -1.02118 4.85268 -0.96492 0.226
H -1.74474 2.68671 -1.93184 0.225
H -0.38097 0.67743 -1.61067 0.250
N -2.18689 -3.41546 -1.01140 -0.764
C -1.59456 -2.52723 -1.79890 0.673
O -1.19517 -1.43080 -1.41591 -0.689
C -1.45856 -2.89481 -3.25214 -0.606
I -3.22552 -2.22232 -4.27570 0.139
H -2.22500 -3.23128 -0.01953 0.416
H -2.47112 -4.32415 -1.33601 0.415
H -1.36753 -3.96544 -3.41060 0.240
H -0.62263 -2.36093 -3.69404 0.259
```

Values from the calculation:
Largest force on an atom in hartree/bohr: 0.05547
HOMO-LUMO gap in eV: 5.67
2S+1: 1
Net charge: 0

=====

(2)
A 11-piece molecular cluster, C3H29NO10S2 overall in a non-equilibrium geometry. Source: the Open Molecules 2025 dataset; level of theory: ωB97M-V/def2-TZVPD.

```
45
Properties=species:S:1:pos:R:3:nbo_charge:R:1
C 0.97258 1.00657 -3.04815 -0.419
N 0.74836 -0.38566 -2.45659 -0.657
C 1.55223 -0.90155 -1.40745 -0.279
C 2.02648 -2.25077 -1.61015 -0.531
S 2.34924 -3.24883 -0.11322 0.127
S 0.45557 -3.67547 0.58701 -0.143
H 1.16192 1.65320 -2.17889 0.193
H 0.13993 1.31180 -3.66517 0.207
H 1.81947 1.23816 -3.64247 0.188
H 0.87427 -0.98862 -3.23546 0.347
H 2.23501 -0.19112 -1.12474 0.236
H 0.69091 -0.87315 -0.56853 0.161
H 3.15884 -2.43843 -1.90450 0.252
H 1.20659 -2.77316 -2.34577 0.210
H -0.27538 -3.73417 -0.47573 0.108
O 3.15388 1.31874 0.15478 -0.947
H 2.22376 1.57001 -0.08396 0.466
H 3.16269 1.28993 1.08624 0.484
O -0.06909 1.54690 0.47912 -0.932
H -0.37315 0.96306 -0.14978 0.488
H -0.83740 1.91188 0.72150 0.481
O -1.75431 4.41022 1.19343 -0.955
H -1.75320 3.53620 0.87390 0.441
H -0.79788 4.59705 1.47052 0.503
O 2.19278 0.48774 3.18162 -0.980
H 2.66834 -0.21509 3.60905 0.500
H 1.30383 0.40878 2.95493 0.494
O 0.85649 3.66518 1.26617 -1.003
H 0.85858 2.78935 0.86151 0.491
H 1.39166 3.73988 2.13766 0.488
O -2.76956 0.46654 0.36050 -1.006
H -3.05401 -0.25012 1.02846 0.511
H -3.42932 0.27652 -0.42117 0.480
O 0.05951 1.28853 4.55314 -0.962
H 0.86989 1.13939 4.27193 0.467
H -0.47158 0.65064 4.95636 0.483
O -2.21659 -1.94649 1.58376 -0.961
H -1.39597 -1.62858 1.11717 0.481
H -2.61320 -2.58031 1.07471 0.490
O -2.38580 -1.46935 -2.31196 -0.951
H -2.42575 -1.62392 -3.22909 0.466
H -1.49549 -1.27448 -2.18536 0.486
O -3.33094 -3.08013 -0.76684 -0.971
H -2.64518 -3.20255 -1.43201 0.486
H -4.03898 -2.53432 -1.16649 0.484
```

Values from the calculation:
Largest force on an atom in hartree/bohr: 0.13655
Relative energy (zero: lowest compared OMol25 entry of this formula, charge and spin) in eV: 4.330
HOMO-LUMO gap in eV: 8.69
SMILES: CNCCSS.O.O.O.O.O.O.O.O.O.O
2S+1: 1
Net charge: 0

=====

(3)
A 3-piece molecular cluster, C4H8O3 overall. Source: the Open Molecules 2025 dataset; level of theory: ωB97M-V/def2-TZVPD.

```
15
Properties=species:S:1:pos:R:3:nbo_charge:R:1
O 1.52480 -1.89362 -0.20095 -0.506
C 1.56554 -0.73336 -0.41850 0.623
C 1.71960 0.57286 -0.28882 -0.195
O 2.48131 1.06210 0.76426 -0.671
H 1.33239 1.30940 -0.97317 0.232
H 2.56418 0.35380 1.41518 0.475
C -1.09948 -1.06610 -1.21392 0.294
O -0.21487 -0.51899 -1.83150 -0.520
H -2.15131 -0.83286 -1.42957 0.133
H -0.89277 -1.78592 -0.40147 0.142
C -1.37159 0.69897 0.91134 -0.873
H -1.15651 1.11042 1.89302 0.223
H -1.88692 1.43635 0.29618 0.216
H -2.00301 -0.18722 1.02433 0.202
H -0.41135 0.47416 0.45361 0.225
```

Values from the calculation:
Largest force on an atom in hartree/bohr: 0.01575
Relative energy (zero: lowest compared OMol25 entry of this formula, charge and spin) in eV: 4.005
HOMO-LUMO gap in eV: 8.60
SMILES: O=C=CO.C=O.C
2S+1: 1
Net charge: 0

=====

(4)
One molecule with the formula C12H13NO in a non-equilibrium geometry. Source: the Open Molecules 2025 dataset; level of theory: ωB97M-V/def2-TZVPD.

```
27
Properties=species:S:1:pos:R:3:nbo_charge:R:1
C 2.06744 2.40519 0.18022 -0.668
C 0.75895 1.66470 0.01917 0.038
C -0.45081 2.49098 -0.24564 -0.231
C -1.65624 1.94659 -0.24914 -0.162
C -1.87072 0.52712 -0.24393 -0.070
C -3.16106 -0.05293 -0.07642 -0.172
C -3.39084 -1.38610 0.22157 -0.241
C -2.25222 -2.23121 0.07087 -0.192
C -0.86617 -1.73502 -0.02466 -0.197
C -0.64244 -0.30099 -0.17820 -0.027
C 0.62151 0.22752 0.09568 -0.042
C 1.79136 -0.64200 0.50479 -0.077
O 1.91997 -1.50178 -0.46786 -0.428
N 2.97511 -2.46060 -0.18343 -0.538
H 1.96916 3.48173 -0.07592 0.223
H 2.46688 2.61435 1.16990 0.231
H 2.81336 1.94902 -0.45687 0.220
H -0.39711 3.45330 -0.67543 0.212
H -2.47989 2.59209 -0.22475 0.204
H -4.09414 0.61660 -0.10331 0.210
H -4.39163 -1.85869 0.17890 0.223
H -2.37464 -3.26743 0.11996 0.200
H -0.01172 -2.33531 0.07744 0.216
H 2.65443 0.23031 0.41501 0.154
H 1.63060 -1.02229 1.53223 0.196
H 2.66245 -3.43636 -0.64376 0.363
H 3.70841 -1.96878 -0.73646 0.353
```

Values from the calculation:
Largest force on an atom in hartree/bohr: 0.12041
Relative energy (zero: lowest compared OMol25 entry of this formula, charge and spin) in eV: 3.938
HOMO-LUMO gap in eV: 8.38
SMILES: Cc1ccc2ccccc2c1CON
2S+1: 1
Net charge: 0